A cluster of 7 separate species, C30H78N4O12 in total. Source: the OMol25 dataset; level of theory: ωB97M-V with the def2-TZVPD basis set.

```
124
Properties=species:S:1:pos:R:3:mulliken_charge:R:1
C -0.32 -4.62 0.51 -0.534
O -0.40 -3.59 -0.53 -0.560
C -0.56 -2.25 -0.22 1.306
C -1.39 -1.50 -1.27 -1.480
N -1.42 -0.10 -0.85 1.263
C -2.24 0.59 -1.78 -1.606
C -2.11 2.00 -1.35 1.788
O -2.58 2.87 -2.16 -0.544
C -2.63 4.20 -1.63 -0.687
H -0.16 -5.58 0.19 0.397
H -1.21 -4.59 1.15 -0.024
H 0.45 -4.33 1.21 0.290
H 0.41 -1.77 -0.08 -0.342
H -1.10 -2.17 0.68 -0.045
H -2.33 -1.97 -1.37 0.407
H -0.93 -1.69 -2.22 0.425
H -0.41 0.09 -1.11 -0.618
H -3.28 0.41 -1.84 0.473
H -1.85 0.50 -2.77 0.220
H -1.06 2.24 -1.18 -1.178
H -2.77 2.22 -0.50 0.379
H -3.06 4.24 -0.55 0.321
H -3.21 4.72 -2.39 0.294
H -1.69 4.65 -1.52 0.219
C -9.20 -6.94 0.19 -0.942
O -8.35 -6.36 1.17 -0.327
C -7.00 -6.29 0.72 -0.623
C -6.13 -5.49 1.66 -0.030
N -4.74 -5.32 1.11 -0.393
C -4.10 -4.25 1.94 0.243
C -4.49 -2.79 1.42 -0.502
O -3.71 -1.91 1.80 -0.106
C -4.13 -0.54 1.61 -0.824
H -8.96 -7.94 0.16 0.392
H -9.11 -6.61 -0.77 0.393
H -10.19 -6.82 0.48 0.288
H -7.09 -5.81 -0.26 0.311
H -6.56 -7.26 0.54 0.384
H -6.17 -5.95 2.73 0.173
H -6.60 -4.48 1.72 0.131
H -4.62 -5.07 0.11 0.331
H -3.05 -4.34 1.71 -0.920
H -4.17 -4.18 2.96 0.478
H -5.50 -2.48 1.69 0.392
H -4.44 -2.83 0.33 0.246
H -5.00 -0.33 2.30 0.426
H -4.41 -0.31 0.62 0.412
H -3.30 0.08 1.98 0.056
C -1.39 -2.29 3.85 -0.243
O -0.09 -2.58 4.32 -0.524
C 1.04 -2.21 3.43 0.193
C 2.31 -2.55 4.09 -0.830
N 3.39 -2.31 3.14 0.209
C 4.80 -2.47 3.55 -0.722
C 5.63 -2.92 2.37 -0.283
O 6.86 -2.97 2.44 -0.399
C 7.62 -1.74 2.54 -0.928
H -2.01 -2.81 4.50 0.459
H -1.55 -2.79 2.93 -0.124
H -1.71 -1.26 3.69 0.162
H 1.08 -1.12 3.42 -0.079
H 0.84 -2.60 2.42 0.061
H 2.36 -3.58 4.27 0.468
H 2.63 -2.03 5.02 0.304
H 3.17 -1.49 2.60 0.042
H 5.01 -3.06 4.45 0.455
H 5.23 -1.45 3.70 0.230
H 5.31 -2.34 1.52 0.129
H 5.41 -3.87 2.19 0.481
H 7.42 -0.87 3.14 0.337
H 7.83 -1.37 1.51 0.346
H 8.59 -1.89 3.09 0.338
C 2.15 0.06 -2.24 -0.742
O 1.19 1.13 -2.20 0.125
C 1.46 1.99 -3.29 -1.445
C 0.53 3.16 -3.24 -0.683
N 0.85 4.14 -4.23 -0.414
C -0.14 5.25 -4.27 -0.087
C -0.21 5.90 -5.69 -0.670
O -1.04 6.82 -5.93 -0.334
C -0.67 7.95 -5.18 -0.843
H 2.30 -0.45 -3.15 0.462
H 2.03 -0.72 -1.42 -0.001
H 3.15 0.42 -1.95 0.228
H 1.21 1.39 -4.14 0.599
H 2.51 2.22 -3.36 0.574
H 0.57 3.42 -2.20 0.193
H -0.37 2.69 -3.48 0.753
H 1.85 4.41 -4.08 0.296
H -0.07 5.88 -3.32 0.192
H -1.14 4.81 -4.04 0.136
H -0.27 5.04 -6.43 0.291
H 0.77 6.31 -5.99 0.440
H -0.91 7.95 -4.11 0.285
H -1.33 8.85 -5.31 0.324
H 0.32 8.45 -5.26 0.329
O 1.72 -0.02 1.48 0.063
C 1.21 1.21 1.38 0.557
C -0.08 1.37 1.92 0.145
O -0.47 2.72 1.75 -0.702
H 2.56 -0.10 1.04 -0.299
H 1.90 1.88 1.93 0.272
H 1.27 1.52 0.34 -0.546
H -0.09 1.08 2.99 0.462
H -0.69 0.61 1.38 -0.341
H -0.65 2.76 0.79 0.204
C 2.95 4.37 -0.67 -0.862
C 2.99 5.34 -1.72 -0.144
O 3.62 4.84 -2.90 -0.579
H 2.12 4.51 0.09 0.264
H 3.87 4.31 -0.21 0.621
H 2.71 3.43 -1.17 -0.033
H 3.47 6.24 -1.56 0.571
H 1.99 5.39 -2.10 -0.166
H 3.98 5.54 -3.45 0.294
C 5.54 2.00 0.81 -1.203
C 5.26 0.73 1.47 0.736
O 4.49 -0.14 0.69 -0.586
H 6.44 2.42 1.23 0.441
H 4.69 2.66 0.74 0.092
H 5.84 1.89 -0.24 0.335
H 4.74 0.88 2.44 0.211
H 6.15 0.05 1.65 -0.273
H 4.90 -0.35 -0.17 0.220
```

Values from the calculation:
F_max = 12.0 eV/Å
E_tot = -62889.6112 eV
highest occupied orbital energy = -7.9 eV
relative energy (zero: lowest compared OMol25 entry of this formula, charge and spin) = 369.2 kJ/mol
SMILES = COCCNCCOC.COCCNCCOC.COCCNCCOC.COCCNCCOC.OCCO.CCO.CCO


A cluster of 3 separate species, ClH3N2S2 in total. Source: the OMol25 dataset; level of theory: ωB97M-V with the def2-TZVPD basis set.

```
8
Properties=species:S:1:pos:R:3:mulliken_charge:R:1
N -0.38 0.99 -0.29 -0.339
N 0.48 0.07 0.14 0.318
S 1.78 0.60 1.11 0.005
S 0.31 -1.49 -0.20 -0.124
Cl -0.03 2.58 -0.14 -0.049
H -2.12 -0.78 -0.60 -0.228
H 2.53 -0.43 0.75 0.179
H -2.57 -1.52 -0.77 0.240
```

Values from the calculation:
F_max = 3.7 eV/Å
E_tot = -37216.5938 eV
highest occupied orbital energy (alpha / beta) = -9.0 / -9.0 eV
relative energy (zero: lowest compared OMol25 entry of this formula, charge and spin) = 207.2 kJ/mol


The molecule C25H27FN4O3. Source: the OMol25 dataset; level of theory: ωB97M-V with the def2-TZVPD basis set.

```
60
Properties=species:S:1:pos:R:3:mulliken_charge:R:1
O -1.87 -1.16 -0.30 -0.708
C -2.49 -0.14 -0.06 0.570
N -3.57 -0.02 0.71 -0.113
C -4.25 -1.14 1.32 -1.021
C -5.61 -1.34 0.71 0.681
C -5.72 -1.63 -0.65 -0.238
C -6.96 -1.80 -1.24 -0.552
C -8.11 -1.69 -0.47 -0.424
C -8.01 -1.40 0.88 -0.517
C -6.77 -1.22 1.47 -0.517
C -2.04 1.22 -0.62 0.638
O -2.62 2.25 -0.34 -0.732
N -0.98 1.08 -1.43 -0.077
C -0.22 2.15 -2.02 -1.452
C 1.21 2.21 -1.44 0.088
C 1.28 3.04 -0.19 -0.102
C 0.33 3.47 0.70 -0.148
C 1.03 4.19 1.70 -0.729
C 2.34 4.14 1.35 -0.629
O 2.51 3.45 0.21 -0.402
N 1.70 0.84 -1.26 0.234
C 3.01 0.57 -1.83 -0.625
C 3.21 -0.95 -1.90 -1.098
N 3.12 -1.53 -0.58 0.139
C 4.25 -1.69 0.20 0.715
C 4.30 -1.35 1.56 -0.354
C 5.42 -1.58 2.34 -0.925
C 6.56 -2.14 1.79 -0.435
C 6.55 -2.49 0.45 -0.587
C 5.42 -2.28 -0.31 0.551
F 5.46 -2.70 -1.60 -0.344
C 1.85 -1.20 0.02 -1.593
C 1.64 0.32 0.09 -0.229
H -3.97 0.90 0.78 0.252
H -4.34 -0.96 2.40 0.414
H -3.62 -2.02 1.15 0.329
H -4.82 -1.72 -1.24 0.399
H -7.03 -2.02 -2.29 0.382
H -9.08 -1.82 -0.93 0.372
H -8.91 -1.31 1.48 0.369
H -6.70 -1.00 2.52 0.312
H -0.60 0.15 -1.50 0.244
H -0.15 1.96 -3.10 0.384
H -0.76 3.09 -1.85 0.521
H 1.85 2.71 -2.18 0.651
H -0.72 3.32 0.64 0.636
H 0.61 4.68 2.55 0.471
H 3.23 4.54 1.81 0.491
H 3.05 0.98 -2.84 0.568
H 3.82 1.02 -1.23 0.265
H 4.17 -1.16 -2.36 0.454
H 2.42 -1.38 -2.52 0.362
H 3.44 -0.90 2.03 0.242
H 5.40 -1.30 3.38 0.387
H 7.44 -2.31 2.39 0.376
H 7.40 -2.95 -0.02 0.430
H 1.77 -1.65 1.01 0.587
H 1.06 -1.63 -0.61 0.240
H 0.67 0.54 0.53 0.352
H 2.42 0.77 0.73 0.447
```

Values from the calculation:
F_max = 0.8 eV/Å
E_tot = -41184.0427 eV
highest occupied orbital energy = -7.7 eV
relative energy (zero: lowest compared OMol25 entry of this formula, charge and spin) = 7.1 kJ/mol
SMILES = O=C(NCc1ccccc1)C(=O)NC[C@@H](c1ccco1)N1CCN(c2ccccc2F)CC1


A cluster of 2 separate species, C6H9N3 in total. Source: the OMol25 dataset; level of theory: ωB97M-V with the def2-TZVPD basis set.

```
18
Properties=species:S:1:pos:R:3:mulliken_charge:R:1
C -1.03 -1.32 0.78 -0.020
C -1.03 0.99 0.85 0.037
C -0.39 0.56 -2.13 -1.127
C 0.54 -0.32 2.38 -1.458
C 0.98 0.36 -1.44 -0.254
C -0.35 -0.16 1.18 1.236
N -1.42 -2.36 0.48 -0.502
N -1.66 1.95 0.76 -0.515
N 1.10 -0.46 -0.32 -0.511
H -0.70 1.53 -1.87 0.341
H -0.68 0.43 -3.10 0.398
H -1.13 -0.02 -1.59 0.262
H 1.18 0.52 2.44 0.360
H -0.12 -0.11 3.19 0.401
H 0.95 -1.31 2.21 0.413
H 1.70 -0.27 -2.07 0.343
H 1.31 1.38 -1.19 0.297
H 0.75 -1.39 -0.57 0.302
```

Values from the calculation:
F_max = 4.8 eV/Å
E_tot = -10833.8879 eV
highest occupied orbital energy (alpha / beta) = -9.5 / -9.4 eV
relative energy (zero: lowest compared OMol25 entry of this formula, charge and spin) = 360.7 kJ/mol